DFT (wB97M-V/def2-TZVPD) results for a cluster of 14 separate species, C84H70F14 in total.

Values from the calculation:
- net charge = 0
- E_tot (a.u.) = -4640.90981
- energy relative to the best compared isomer or geometry (same formula, charge and spin) (kJ/mol) = 222.2
- strongest force on any atom (eV Å⁻¹) = 3.0
- HOMO level (eV) = -9.049

Each atom is followed by the atoms it is bonded to, with distances in Å.
Atoms and positions in Å:
1 F -1.75794 6.83591 16.23318  C2 1.344
2 C -1.62291 8.17244 16.20259  F1 1.344, C3 1.433, C7 1.354
3 C -2.64202 9.03347 15.68010  C2 1.433, C4 1.377, H8 1.080
4 C -2.53213 10.39102 15.87985  C3 1.377, C5 1.370, H9 1.080
5 C -1.39814 10.95026 16.40665  C4 1.370, C6 1.419, H10 1.080
6 C -0.30720 10.13015 16.79447  C5 1.419, C7 1.441, H11 1.080
7 C -0.51386 8.70467 16.76880  C2 1.354, C6 1.441, H12 1.080
8 H -3.47332 8.57219 15.16771  C3 1.080
9 H -3.29200 11.07612 15.53398  C4 1.080
10 H -1.29598 12.00962 16.59030  C5 1.080
11 H 0.56585 10.57557 17.24810  C6 1.080
12 H 0.29418 8.09183 17.14013  C7 1.080
13 F 5.24139 17.58320 12.81592  C14 1.340
14 C 5.68530 16.34918 13.08881  F13 1.340, C15 1.380, C19 1.359
15 C 4.91456 15.25146 12.76581  C14 1.380, C16 1.425, H20 1.080
16 C 5.42301 13.99424 13.20349  C15 1.425, C17 1.381, H21 1.080
17 C 6.69639 13.87003 13.72239  C16 1.381, C18 1.375, H22 1.080
18 C 7.44663 14.98788 14.00413  C17 1.375, C19 1.405, H23 1.080
19 C 6.91536 16.24082 13.65629  C14 1.359, C18 1.405, H24 1.080
20 H 3.94437 15.35259 12.30225  C15 1.080
21 H 4.84389 13.09837 13.03480  C16 1.080
22 H 6.96051 12.86367 14.01199  C17 1.080
23 H 8.43473 14.93675 14.43707  C18 1.080
24 H 7.46674 17.15395 13.82531  C19 1.080
25 F 0.80319 12.54119 12.62735  C26 1.344
26 C 1.39095 13.06197 13.71846  F25 1.344, C27 1.355, C31 1.457
27 C 1.58656 14.40282 13.74340  C26 1.355, C28 1.418, H32 1.080
28 C 2.16242 14.95658 14.91477  C27 1.418, C29 1.421, H33 1.080
29 C 2.44380 14.14783 16.04853  C28 1.421, C30 1.366, H34 1.080
30 C 2.24788 12.79612 16.04599  C29 1.366, C31 1.395, H35 1.080
31 C 1.80927 12.23775 14.84489  C26 1.457, C30 1.395, H36 1.080
32 H 1.35559 15.03319 12.89742  C27 1.080
33 H 2.13490 16.03175 15.01290  C28 1.080
34 H 2.72881 14.66057 16.95532  C29 1.080
35 H 2.45262 12.20519 16.92649  C30 1.080
36 H 1.58324 11.18189 14.82317  C31 1.080
37 F 5.48573 9.05815 17.51982  C38 1.352
38 C 6.62390 8.41592 17.86593  F37 1.352, C39 1.371, C43 1.419
39 C 7.48202 8.95655 18.78880  C38 1.371, C40 1.410, H44 1.080
40 C 8.68271 8.31174 19.15057  C39 1.410, C41 1.418, H45 1.080
41 C 9.01054 7.11761 18.46040  C40 1.418, C42 1.412, H46 1.080
42 C 8.05272 6.48488 17.63898  C41 1.412, C43 1.377, H47 1.080
43 C 6.91650 7.16575 17.26125  C38 1.419, C42 1.377, H48 1.080
44 H 7.29030 9.95464 19.15413  C39 1.080
45 H 9.29501 8.65020 19.97332  C40 1.080
46 H 9.83660 6.47199 18.71961  C41 1.080
47 H 8.26668 5.44863 17.42265  C42 1.080
48 H 6.21965 6.65289 16.61489  C43 1.080
49 F -5.66910 15.71070 13.14177  C50 1.379
50 C -4.40351 15.53135 13.66012  F49 1.379, C51 1.373, C55 1.388
51 C -3.93639 16.44616 14.57157  C50 1.373, C52 1.401, H56 1.080
52 C -2.62421 16.38104 15.05823  C51 1.401, C53 1.419, H57 1.080
53 C -1.79343 15.33250 14.58416  C52 1.419, C54 1.393, H58 1.080
54 C -2.30606 14.36712 13.72009  C53 1.393, C55 1.377, H59 1.080
55 C -3.57228 14.51923 13.20162  C50 1.388, C54 1.377, H60 1.080
56 H -4.54595 17.30228 14.82033  C51 1.080
57 H -2.18110 17.10286 15.72833  C52 1.080
58 H -0.77645 15.43076 14.93417  C53 1.080
59 H -1.66847 13.58503 13.33511  C54 1.080
60 H -3.87221 13.83210 12.42425  C55 1.080
61 F -3.49571 15.13140 21.40717  C62 1.345
62 C -2.70425 14.70779 20.40493  F61 1.345, C63 1.388, C67 1.350
63 C -2.10700 15.69429 19.63167  C62 1.388, C64 1.402, H68 1.080
64 C -1.14839 15.36420 18.66385  C63 1.402, C65 1.402, H69 1.080
65 C -0.88393 14.00269 18.46202  C64 1.402, C66 1.422, H70 1.080
66 C -1.55351 12.99989 19.21611  C65 1.422, C67 1.389, H71 1.080
67 C -2.48461 13.39684 20.16753  C62 1.350, C66 1.389, H72 1.080
68 H -2.40756 16.68543 19.93777  C63 1.080
69 H -0.67134 16.17434 18.13234  C64 1.080
70 H -0.14424 13.61735 17.77589  C65 1.080
71 H -1.30175 11.96054 19.06530  C66 1.080
72 H -2.85785 12.64449 20.84655  C67 1.080
73 F -5.64158 17.21855 6.43001  C74 1.322
74 C -4.77388 16.80796 7.33838  F73 1.322, C75 1.363, C79 1.374
75 C -5.26266 16.04425 8.35590  C74 1.363, C76 1.386, H80 1.080
76 C -4.40064 15.73938 9.39708  C75 1.386, C77 1.371, H81 1.080
77 C -3.08307 16.11908 9.39232  C76 1.371, C78 1.391, H82 1.080
78 C -2.57286 16.70079 8.23606  C77 1.391, C79 1.368, H83 1.080
79 C -3.44526 17.15202 7.28348  C74 1.374, C78 1.368, H84 1.080
80 H -6.30078 15.74701 8.37504  C75 1.080
81 H -4.74187 15.16648 10.24664  C76 1.080
82 H -2.48606 15.78643 10.22858  C77 1.080
83 H -1.50247 16.75011 8.10091  C78 1.080
84 H -3.01315 17.70171 6.46037  C79 1.080
85 F 0.47183 16.42804 10.94119  C86 1.315
86 C 1.35659 16.09907 10.02595  F85 1.315, C87 1.398, C91 1.400
87 C 1.41762 14.80586 9.49844  C86 1.398, C88 1.394, H92 1.080
88 C 2.40652 14.40769 8.60027  C87 1.394, C89 1.402, H93 1.080
89 C 3.27140 15.39547 8.10855  C88 1.402, C90 1.381, H94 1.080
90 C 3.14672 16.70568 8.52573  C89 1.381, C91 1.390, H95 1.080
91 C 2.18584 17.07443 9.46018  C86 1.400, C90 1.390, H96 1.080
92 H 0.83840 14.00263 9.92939  C87 1.080
93 H 2.59438 13.39642 8.27095  C88 1.080
94 H 4.05460 15.08790 7.43150  C89 1.080
95 H 3.82829 17.40311 8.06155  C90 1.080
96 H 2.23287 18.10636 9.77530  C91 1.080
97 F 9.87397 11.20697 16.44595  C98 1.312
98 C 8.77640 11.88751 16.67538  F97 1.312, C99 1.391, C103 1.373
99 C 8.84501 13.13688 17.28372  C98 1.391, C100 1.376, H104 1.080
100 C 7.65149 13.77964 17.52250  C99 1.376, C101 1.374, H105 1.080
101 C 6.42157 13.22684 17.25817  C100 1.374, C102 1.349, H106 1.080
102 C 6.40886 12.00631 16.68317  C101 1.349, C103 1.386, H107 1.080
103 C 7.56901 11.34159 16.31653  C98 1.373, C102 1.386, H108 1.080
104 H 9.76055 13.64270 17.55264  C99 1.080
105 H 7.68031 14.74121 18.01339  C100 1.080
106 H 5.51153 13.74630 17.51969  C101 1.080
107 H 5.45084 11.59387 16.40302  C102 1.080
108 H 7.59905 10.37771 15.83028  C103 1.080
109 F -1.19968 13.62114 10.72746  C110 1.353
110 C -1.81081 12.44330 10.46503  F109 1.353, C111 1.432, C115 1.410
111 C -2.52365 12.29019 9.23209  C110 1.432, C112 1.391, H116 1.080
112 C -3.11214 11.07820 8.88676  C111 1.391, C113 1.391, H117 1.080
113 C -3.18826 10.07294 9.84482  C112 1.391, C114 1.395, H118 1.080
114 C -2.53244 10.20350 11.06924  C113 1.395, C115 1.409, H119 1.080
115 C -1.79106 11.36307 11.37031  C110 1.410, C114 1.409, H120 1.080
116 H -2.45486 13.14027 8.56949  C111 1.080
117 H -3.72255 10.98398 8.00080  C112 1.080
118 H -3.83970 9.25270 9.58170  C113 1.080
119 H -2.60825 9.44413 11.83345  C114 1.080
120 H -1.35400 11.47619 12.35142  C115 1.080
121 F 0.99492 8.68025 13.73094  C122 1.321
122 C 2.15005 9.11326 13.25803  F121 1.321, C123 1.387, C127 1.399
123 C 2.26350 10.02860 12.22196  C122 1.387, C124 1.405, H128 1.080
124 C 3.48898 10.60526 11.84931  C123 1.405, C125 1.394, H129 1.080
125 C 4.62073 10.22980 12.57090  C124 1.394, C126 1.401, H130 1.080
126 C 4.54028 9.25678 13.57511  C125 1.401, C127 1.377, H131 1.080
127 C 3.30691 8.79312 13.97640  C122 1.399, C126 1.377, H132 1.080
128 H 1.34505 10.24703 11.69743  C123 1.080
129 H 3.48194 11.23995 10.97552  C124 1.080
130 H 5.59033 10.63620 12.32367  C125 1.080
131 H 5.46729 8.98572 14.05841  C126 1.080
132 H 3.27414 8.09436 14.79923  C127 1.080
133 F -1.28758 19.51899 13.93880  C134 1.370
134 C -0.03612 19.48185 13.38322  F133 1.370, C135 1.392, C139 1.416
135 C 0.49319 20.55473 12.67137  C134 1.392, C136 1.382, H140 1.080
136 C 1.71940 20.41446 12.04865  C135 1.382, C137 1.424, H141 1.080
137 C 2.47093 19.22078 12.24669  C136 1.424, C138 1.370, H142 1.080
138 C 1.92855 18.23239 13.02542  C137 1.370, C139 1.350, H143 1.080
139 C 0.69954 18.28872 13.58050  C134 1.416, C138 1.350, H144 1.080
140 H -0.03173 21.49310 12.56978  C135 1.080
141 H 2.08346 21.30993 11.56700  C136 1.080
142 H 3.43106 19.08800 11.77030  C137 1.080
143 H 2.47207 17.30902 13.16106  C138 1.080
144 H 0.25860 17.46795 14.12667  C139 1.080
145 F 1.32957 11.11909 20.14245  C146 1.353
146 C 2.38421 11.94423 20.33763  F145 1.353, C147 1.390, C151 1.415
147 C 2.13157 13.22986 20.80190  C146 1.390, C148 1.383, H152 1.080
148 C 3.15531 14.11230 21.09479  C147 1.383, C149 1.390, H153 1.080
149 C 4.45293 13.63884 20.94241  C148 1.390, C150 1.382, H154 1.080
150 C 4.72513 12.39176 20.41330  C149 1.382, C151 1.393, H155 1.080
151 C 3.70519 11.49782 20.09742  C146 1.415, C150 1.393, H156 1.080
152 H 1.12958 13.46824 21.12686  C147 1.080
153 H 3.01457 15.05755 21.59785  C148 1.080
154 H 5.29244 14.27990 21.16751  C149 1.080
155 H 5.74602 12.10327 20.21093  C150 1.080
156 H 3.92013 10.52851 19.67241  C151 1.080
157 F 2.31281 16.77913 18.43572  C158 1.350
158 C 2.53695 17.75657 17.53169  F157 1.350, C159 1.357, C163 1.398
159 C 1.65060 18.74489 17.24988  C158 1.357, C160 1.431, H164 1.080
160 C 1.87000 19.69970 16.20734  C159 1.431, C161 1.405, H165 1.080
161 C 3.06804 19.54793 15.48981  C160 1.405, C162 1.408, H166 1.080
162 C 4.03054 18.58907 15.85982  C161 1.408, C163 1.365, H167 1.080
163 C 3.71325 17.63645 16.78524  C158 1.398, C162 1.365, H168 1.080
164 H 0.67499 18.75328 17.71303  C159 1.080
165 H 1.17724 20.48602 15.94626  C160 1.080
166 H 3.19184 20.28109 14.70651  C161 1.080
167 H 4.99833 18.61111 15.38098  C162 1.080
168 H 4.41033 16.86045 17.06503  C163 1.080